DFT (the ωB97M-V functional and the def2-TZVPD basis) results for C4H5N3O in the gas phase at a distorted geometry.

Summary:
- SMILES = c1nnc(N2CC2)o1
- max |F| (eV Å⁻¹) = 6.5
- HOMO-LUMO gap (eV) = 11.006

The geometry in ORCA input format:
```
! RIJCOSX wB97M-V def2-TZVPD def2/J DEFGRID3
* xyz 0 1
C 2.712 -0.275 -0.104
N 2.338 0.894 0.204
N 0.754 0.818 0.272
C 0.561 -0.388 0.173
N -0.746 -0.921 -0.183
C -1.801 -0.258 0.571
C -1.492 0.519 -0.662
O 1.724 -1.206 -0.077
H 3.624 -0.477 -0.618
H -1.404 0.066 1.679
H -2.922 -0.733 0.782
H -2.471 0.408 -1.432
H -0.877 1.553 -0.605
*
```

***

DFT (the ωB97M-V functional and the def2-TZVPD basis) results for a molecular structure, C57H42Br4CdN4O4P2S at a distorted geometry.

Summary:
- max |F| (eV Å⁻¹) = 3.1
- HOMO-LUMO gap (eV) = 5.159

The geometry in ORCA input format:
```
! RIJCOSX wB97M-V def2-TZVPD def2/J DEFGRID3
* xyz -2 1
Cd 14.213 12.515 12.746
O 14.335 12.504 15.227
N 14.218 11.424 15.825
N 13.347 10.580 15.139
O 12.837 10.908 13.985
C 13.003 9.414 15.802
C 13.599 9.102 17.048
C 13.138 7.980 17.713
C 12.138 7.186 17.145
C 11.560 7.497 15.919
C 12.024 8.595 15.217
H 14.406 9.734 17.466
H 13.556 7.706 18.691
H 11.797 6.321 17.699
H 10.779 6.872 15.490
H 11.632 8.886 14.235
Br 15.278 6.752 8.761
C 15.442 8.093 10.077
C 16.578 8.182 10.859
Br 18.010 6.991 10.601
C 16.701 9.153 11.841
Br 18.209 9.335 12.933
C 15.718 10.130 12.038
O 15.816 11.027 12.943
C 14.520 10.079 11.135
O 13.633 10.997 11.208
C 14.412 9.021 10.208
Br 12.864 8.993 9.126
C 10.027 13.620 13.741
N 9.934 14.666 12.724
C 10.407 14.412 11.350
P 11.686 13.055 11.176
C 12.454 13.521 9.608
C 12.511 12.661 8.527
C 13.160 13.070 7.365
C 13.788 14.304 7.285
C 13.715 15.176 8.372
C 13.006 14.806 9.502
C 10.617 11.645 10.812
C 9.745 11.701 9.733
C 9.019 10.574 9.371
C 9.126 9.410 10.090
C 9.964 9.359 11.201
C 10.707 10.473 11.566
C 9.121 15.791 12.934
C 8.931 16.773 11.894
C 8.139 17.884 12.100
C 7.497 18.072 13.311
C 7.620 17.147 14.343
C 8.412 16.023 14.161
P 11.760 13.525 14.450
C 12.307 15.166 14.919
C 13.687 15.539 14.469
C 14.076 17.015 14.548
C 13.125 17.881 15.292
C 11.954 17.404 15.735
C 11.530 16.035 15.570
C 11.400 12.702 16.010
C 12.044 13.083 17.188
C 11.854 12.347 18.347
C 10.917 11.332 18.386
C 10.212 11.005 17.229
C 10.441 11.691 16.044
H 9.684 12.634 13.390
H 9.380 13.909 14.581
H 10.844 15.323 10.926
H 9.537 14.165 10.734
H 12.138 11.641 8.613
H 13.207 12.395 6.514
H 14.349 14.569 6.383
H 14.213 16.156 8.323
H 12.875 15.525 10.315
H 9.689 12.613 9.121
H 8.376 10.613 8.489
H 8.526 8.552 9.792
H 10.043 8.435 11.773
H 11.431 10.434 12.387
H 9.419 16.659 10.924
H 8.005 18.619 11.294
H 6.882 18.954 13.465
H 7.073 17.287 15.281
H 8.494 15.320 15.004
H 14.421 14.832 14.876
H 15.115 17.156 14.917
H 13.368 18.946 15.424
H 11.251 18.048 16.263
H 10.584 15.726 16.032
H 12.737 13.933 17.174
H 12.451 12.570 19.231
H 10.750 10.758 19.303
H 9.512 10.173 17.238
H 9.921 11.403 15.116
S 18.315 14.645 10.739
C 18.524 13.078 9.981
C 19.706 12.532 9.505
C 19.659 11.250 8.968
C 18.465 10.537 8.873
C 17.245 11.127 9.232
C 17.278 12.370 9.891
N 16.249 13.063 10.483
C 16.626 14.219 10.940
C 15.759 15.134 11.622
C 16.056 16.560 11.594
C 15.309 17.467 12.273
C 14.048 17.099 12.973
C 13.707 15.621 12.920
C 14.671 14.690 12.290
H 20.652 13.076 9.567
H 20.585 10.789 8.603
H 18.486 9.524 8.476
H 16.289 10.677 8.950
H 16.901 16.930 11.000
H 15.625 18.511 12.303
H 13.218 17.736 12.619
H 12.696 15.414 12.547
*
```

***

DFT (the ωB97M-V functional and the def2-TZVPD basis) results for 2 unconnected molecules or ions with the total composition CHF4N at a distorted geometry.

Summary:
- max |F| (eV Å⁻¹) = 3.0
- HOMO-LUMO gap (spin up / spin down) (eV) = 8.501 / 10.543

The geometry in ORCA input format:
```
! RIJCOSX wB97M-V def2-TZVPD def2/J DEFGRID3
* xyz 0 1
C 0.998 0.316 0.085
N -1.338 0.068 -0.055
F 1.478 -0.611 -0.727
F 1.267 1.562 -0.348
F -1.447 -0.785 -1.131
F -1.811 -0.803 0.914
H 0.852 0.253 1.260
*
```

***

DFT (the ωB97M-V functional and the def2-TZVPD basis) results for a molecular structure, C2H3NOS at a distorted geometry.

Summary:
- max |F| (eV Å⁻¹) = 3.3
- HOMO-LUMO gap (eV) = 8.494

The geometry in ORCA input format:
```
! RIJCOSX wB97M-V def2-TZVPD def2/J DEFGRID3
* xyz 0 1
C -0.433 0.861 0.929
C 0.772 -0.498 -0.860
N -0.294 -0.258 0.345
O 1.869 -0.867 -0.710
S -1.024 -1.662 0.232
H -1.194 1.181 1.544
H 0.046 1.668 0.375
H 0.258 -0.425 -1.855
*
```